Record 1
25
Properties=species:S:1:pos:R:3:forces:R:3:lowdin_charge:R:1 method="wB97M-V/def2-TZVPD" total_energy_ha=-1044.958569 homo_lumo_gap_ev="7.43 / 6.86" lumo_ev="-0.540 / -1.660"
C -3.23128 1.57281 0.32343 -0.33 1.15 3.03 -0.134
C 2.92861 0.73914 -1.70973 0.27 0.26 1.82 -0.180
C -2.47081 0.70053 1.17866 0.94 -0.27 1.37 -0.096
C 1.90168 -0.13461 -1.45223 -1.21 -0.41 2.08 -0.084
C -2.92775 1.30109 -0.94695 -0.16 1.24 -1.83 -0.172
C 3.43050 1.29364 -0.52519 0.90 -0.21 -0.28 -0.381
C -1.72582 0.03361 0.28241 1.74 -1.12 -0.66 -0.052
C 1.51422 -0.24405 -0.00152 0.08 -0.83 -3.96 -0.436
C 0.57772 -1.34018 2.06691 1.36 1.03 0.45 -0.053
C 0.54653 -1.10893 0.60239 0.46 1.55 0.48 -0.239
N -1.92529 0.36999 -1.03837 -0.35 -0.46 1.68 0.063
N -0.22876 -2.02896 -0.15063 0.73 2.59 -3.36 -0.381
O -0.29718 -1.77940 -1.40294 0.12 -1.29 1.69 -0.036
O -0.82047 -2.87474 0.41919 -1.02 -2.22 0.64 0.105
S 2.56563 0.77861 0.87013 0.43 0.15 -0.26 1.054
H -3.66480 2.47680 0.79767 -0.36 -0.82 -1.02 0.112
H 3.23218 0.84192 -2.73388 0.65 0.43 0.01 0.105
H -2.31729 0.62102 2.30805 -0.61 0.37 -1.95 0.122
H 1.54707 -0.65703 -2.32729 -0.77 -0.40 0.64 0.100
H -3.25747 1.90632 -1.76413 -0.03 -0.17 -0.63 0.105
H 4.42968 1.74793 -0.36507 -1.12 0.10 -0.19 0.078
H 1.54102 -1.80164 2.40658 -0.94 -0.15 -0.37 0.114
H -0.30272 -1.82766 2.37840 -0.65 -1.03 0.44 0.068
H 0.56426 -0.38984 2.60851 0.03 0.23 -0.26 0.080
H -1.60944 -0.19637 -1.82436 -0.18 0.30 0.44 0.137

=====

Record 2
64
Properties=species:S:1:pos:R:3:forces:R:3:lowdin_charge:R:1 method="wB97M-V/def2-TZVPD" smiles="Cn1c(=O)c2c(nc(CN3CCN(CCO)CC3)n2Cc2cccc3ccccc23)n(C)c1=O" total_energy_ha=-1524.982132 homo_lumo_gap_ev=8.54 lumo_ev=0.367
C -1.72986 -0.18845 6.33408 -0.05 -0.16 0.27 -0.005
N -1.52808 0.42283 5.03045 -0.06 -0.15 0.19 0.034
C -1.00450 1.70888 5.06547 0.08 0.20 -0.16 -0.441
O -0.74717 2.25008 6.11877 0.03 0.05 0.31 0.080
N -0.79073 2.33202 3.85466 0.02 0.03 0.08 0.010
C -1.10216 1.68041 2.70320 -0.53 -1.24 -0.39 -0.215
C -1.62985 0.39870 2.70169 0.30 0.75 0.21 -0.072
N -1.81087 0.07885 1.37299 0.20 0.38 0.17 0.052
C -1.39882 1.15375 0.66699 -0.13 -0.07 0.13 -0.260
N -0.96529 2.13642 1.44223 0.17 0.48 0.16 0.208
C -1.41650 1.25144 -0.81514 0.13 -0.05 -0.31 -0.109
N -0.28301 0.56694 -1.42352 -0.05 0.16 0.00 -0.145
C 0.98574 1.09626 -0.95176 0.32 -0.15 0.03 -0.158
C 2.13939 0.32750 -1.60266 -0.14 0.14 0.25 -0.155
N 2.11603 0.37080 -3.05035 0.18 0.04 -0.01 -0.162
C 0.82067 -0.08911 -3.51352 -0.29 -0.05 -0.12 -0.148
C -0.35685 0.65333 -2.87195 0.13 -0.19 -0.16 -0.161
H -1.28994 0.18713 -3.19759 -0.03 0.04 -0.05 0.118
H -0.36846 1.70789 -3.20610 -0.05 0.00 0.01 0.120
H 0.77237 0.01181 -4.59740 -0.06 -0.08 0.07 0.113
H 0.74286 -1.14696 -3.25131 -0.07 0.07 -0.06 0.102
C 2.56175 1.62504 -3.62615 0.08 -0.25 -0.36 -0.187
H 3.47541 1.91446 -3.10081 -0.04 0.06 0.01 0.122
C 2.89809 1.46999 -5.11545 0.36 0.27 0.41 -0.247
O 1.78119 1.55331 -5.97024 -0.51 0.13 -0.31 -0.081
H 1.35841 2.41075 -5.84572 0.07 -0.07 -0.03 0.089
H 3.32778 0.48167 -5.28501 0.06 0.08 0.07 0.124
H 3.63858 2.23251 -5.39601 -0.01 -0.11 0.03 0.113
H 1.83443 2.44922 -3.51335 0.10 0.05 0.00 0.115
H 3.09338 0.72087 -1.24504 0.00 -0.04 0.03 0.122
H 2.06304 -0.72287 -1.31010 0.04 0.04 0.11 0.105
H 1.03570 0.96982 0.13108 0.07 0.07 -0.02 0.114
H 1.07501 2.17591 -1.17050 -0.02 0.02 0.05 0.126
H -1.42198 2.32769 -1.06672 -0.07 -0.14 0.04 0.134
H -2.32927 0.79270 -1.20603 -0.02 0.08 -0.03 0.125
C -2.41553 -1.14956 0.90379 -0.33 -0.51 -0.25 -0.052
C -1.63551 -1.85599 -0.17445 -0.33 -0.07 -0.21 -0.158
C -2.24521 -2.11713 -1.37470 -0.02 0.12 0.46 -0.047
C -1.58026 -2.80140 -2.40002 0.30 -0.19 -0.19 -0.071
C -0.29022 -3.21025 -2.22213 -0.28 -0.01 -0.13 -0.048
C 0.37697 -2.96522 -1.00414 -0.10 0.12 0.28 -0.176
C 1.71110 -3.38078 -0.80971 0.12 -0.04 0.10 -0.042
C 2.34980 -3.15731 0.37701 0.06 -0.10 -0.22 -0.082
C 1.66983 -2.52448 1.42729 -0.11 0.11 0.12 -0.066
C 0.37738 -2.10708 1.26896 0.10 0.01 0.13 -0.004
C -0.30387 -2.29368 0.04709 0.15 -0.24 -0.25 -0.110
H -0.12916 -1.64808 2.10199 -0.05 0.06 0.10 0.100
H 2.17450 -2.37359 2.37045 0.00 0.02 0.09 0.105
H 3.37263 -3.47408 0.51780 0.08 -0.04 -0.02 0.104
H 2.21927 -3.88020 -1.62237 0.06 -0.05 -0.08 0.115
H 0.23677 -3.73376 -3.00724 0.05 -0.04 -0.09 0.117
H -2.09519 -2.99388 -3.32962 -0.01 -0.03 -0.09 0.107
H -3.26552 -1.79814 -1.53979 -0.09 0.08 0.04 0.113
H -3.41982 -0.92007 0.52770 0.11 -0.10 0.08 0.138
H -2.52228 -1.79549 1.78204 -0.04 0.17 -0.13 0.130
C -1.87761 -0.32941 3.90644 0.00 0.04 -0.30 -0.370
O -2.32577 -1.45949 4.00042 -0.03 -0.13 -0.04 0.061
C -0.24760 3.67136 3.80930 0.11 0.28 0.06 -0.004
H 0.67584 3.67195 3.23083 -0.01 0.05 0.01 0.095
H -0.96246 4.34226 3.33313 0.05 0.03 0.01 0.096
H -0.05615 3.98726 4.83271 -0.01 -0.02 -0.14 0.089
H -2.42239 0.41387 6.92125 0.05 -0.04 0.00 0.100
H -0.78081 -0.24507 6.86627 -0.07 0.01 0.01 0.099
H -2.13523 -1.18418 6.17052 0.05 0.12 0.04 0.086

=====

Record 3
121
Properties=species:S:1:pos:R:3:forces:R:3:lowdin_charge:R:1 method="wB97M-V/def2-TZVPD" smiles="N[C@H]1C[C@H](c2ccccc2)C(=O)N1.O=C1CCCO1.O=C1CCCO1.O=C1CCCO1.O=C1CCCO1.O=C1CCCO1.O=C1CCCO1.O=C1CCCO1.O=C1CCCO1" total_energy_ha=-3025.143046 homo_lumo_gap_ev=8.89 lumo_ev=0.345
N 1.00694 2.40384 -2.02171 0.04 -0.04 -0.14 0.071
C 1.54393 1.23740 -2.70103 -0.13 -0.12 0.25 -0.369
C 2.82091 0.71549 -2.01507 -0.14 0.83 -0.67 -0.073
C 2.20658 -0.07340 -0.86727 0.17 -0.14 0.28 -0.178
C 3.11098 -0.80383 0.08749 0.05 -0.20 -0.17 -0.166
C 3.80050 -0.04095 1.02939 0.11 -0.18 0.01 -0.030
C 4.63684 -0.64438 1.95778 0.03 -0.04 0.04 -0.070
C 4.79283 -2.02386 1.96062 -0.18 -0.17 -0.21 -0.096
C 4.12091 -2.79187 1.01553 -0.01 0.29 0.11 -0.087
C 3.28640 -2.18490 0.08260 0.15 -0.08 0.06 -0.031
C 1.13101 -0.82250 -1.65469 -0.07 0.51 0.33 -0.425
O 0.77785 -1.97584 -1.54701 -0.08 -0.20 -0.01 0.069
N 0.64014 0.06546 -2.59774 0.68 -0.80 -0.16 0.131
H 0.53696 2.09004 -1.17577 -0.02 0.14 0.02 0.034
H 0.27113 2.79199 -2.60029 -0.01 0.07 0.00 0.076
H 1.70924 1.48963 -3.74374 -0.04 -0.04 -0.09 0.130
H 3.47619 1.54587 -1.76139 0.02 -0.06 0.34 0.117
H 3.33944 0.10372 -2.75713 0.13 -0.36 0.28 0.122
H 1.68487 0.66863 -0.25798 -0.19 -0.03 0.01 0.124
H 3.71145 1.03776 1.02823 -0.09 -0.03 0.02 0.093
H 5.16291 -0.03992 2.68408 0.00 0.11 0.00 0.093
H 5.42597 -2.50849 2.69051 0.07 0.04 0.06 0.096
H 4.22969 -3.86762 1.01404 0.04 -0.06 -0.02 0.096
H 2.76657 -2.79723 -0.63690 -0.10 0.03 -0.05 0.097
H 0.47040 -0.45141 -3.45110 -0.52 0.49 -0.21 0.109
O 0.35001 1.55688 -6.42321 -0.03 -0.02 0.06 0.131
C 0.92718 0.51698 -6.52228 0.09 0.16 -0.14 -0.476
O 1.01157 -0.36041 -5.48403 0.05 -0.09 -0.13 -0.023
C 1.85651 -1.47152 -5.83810 0.04 -0.18 -0.01 -0.138
C 1.83445 -1.51910 -7.35727 0.04 0.11 -0.12 -0.145
C 1.67551 -0.04266 -7.71870 -0.14 -0.35 0.18 -0.058
H 2.85526 -1.29232 -5.43437 0.01 0.03 -0.02 0.131
H 1.44833 -2.36968 -5.37904 -0.03 0.05 0.11 0.119
H 2.71099 -1.99851 -7.78480 0.01 0.01 0.02 0.114
H 0.95672 -2.07544 -7.68787 0.02 0.03 -0.04 0.104
H 2.63703 0.46785 -7.79168 -0.02 0.06 -0.03 0.134
H 1.10695 0.12485 -8.62849 0.05 0.14 -0.02 0.128
O 2.73745 -4.40296 -8.84467 0.04 0.02 -0.04 0.112
C 2.11440 -5.04615 -8.05129 -0.07 0.07 -0.06 -0.493
O 2.71557 -5.84589 -7.14211 0.04 -0.04 0.03 0.027
C 1.73067 -6.52614 -6.34238 -0.11 -0.02 0.10 -0.144
C 0.47478 -5.67258 -6.45213 -0.15 -0.06 -0.10 -0.144
C 0.60892 -5.10002 -7.86229 0.10 0.02 0.39 -0.067
H 1.58661 -7.52975 -6.74681 -0.01 0.01 -0.03 0.129
H 2.11006 -6.60839 -5.32717 0.09 0.02 -0.03 0.124
H -0.44086 -6.23468 -6.27989 0.01 -0.02 0.01 0.112
H 0.51292 -4.86143 -5.72196 0.01 -0.02 0.03 0.108
H 0.18213 -5.74983 -8.62740 -0.01 0.01 -0.01 0.134
H 0.18408 -4.10495 -7.95699 -0.03 -0.04 -0.21 0.106
O -0.70371 1.12344 0.22069 -0.14 -0.08 -0.03 0.104
C -0.91184 0.99277 1.39583 0.17 0.18 0.04 -0.456
O -1.97929 0.31531 1.86714 -0.02 -0.02 0.02 0.044
C -2.01841 0.39145 3.30816 0.22 -0.04 0.07 -0.139
C -0.58674 0.70829 3.72476 0.04 0.04 0.02 -0.129
C -0.08724 1.53098 2.54296 -0.07 -0.25 0.21 -0.057
H -2.72986 1.16746 3.58767 0.05 0.06 -0.01 0.105
H -2.37137 -0.55410 3.70471 -0.12 -0.04 -0.16 0.099
H -0.52131 1.21880 4.68344 -0.06 0.07 -0.03 0.119
H -0.01276 -0.21776 3.79331 -0.02 -0.01 0.02 0.119
H -0.30528 2.59339 2.66404 0.09 0.03 -0.06 0.110
H 0.97427 1.39532 2.34746 0.01 0.16 -0.11 0.124
O 0.61882 4.65314 4.05998 -0.04 -0.21 -0.13 0.101
C 0.08438 5.45862 3.34931 0.16 0.25 0.34 -0.512
O -0.31741 5.17351 2.09633 0.05 -0.05 -0.07 0.013
C -0.81274 6.36402 1.44932 -0.09 0.13 -0.04 -0.136
C -1.19932 7.30145 2.58719 0.10 0.19 -0.01 -0.156
C -0.19366 6.91288 3.66864 -0.41 0.00 -0.29 -0.065
H -0.01318 6.76651 0.82280 0.02 -0.02 0.02 0.124
H -1.65058 6.08754 0.81470 0.01 -0.12 0.03 0.127
H -1.16669 8.35297 2.30546 0.11 -0.03 -0.07 0.116
H -2.20181 7.06207 2.91997 0.01 0.06 -0.01 0.077
H 0.74089 7.47111 3.58023 0.05 -0.05 0.09 0.127
H -0.58529 7.00595 4.67738 0.14 -0.01 0.07 0.127
O -3.36445 5.46800 3.61137 0.04 -0.14 0.19 0.116
C -3.96190 4.62761 4.22442 -0.15 0.00 -0.29 -0.466
O -3.34302 3.69016 4.96619 -0.01 -0.02 0.07 0.033
C -4.31088 2.74935 5.48105 -0.18 -0.14 0.06 -0.144
C -5.63852 3.49591 5.46762 -0.03 0.06 -0.04 -0.144
C -5.46161 4.41696 4.26440 -0.01 -0.09 0.35 -0.068
H -4.32307 1.87572 4.82889 -0.04 -0.02 0.01 0.099
H -4.00940 2.43759 6.47747 0.18 0.07 -0.03 0.129
H -6.49643 2.83096 5.40035 0.04 -0.05 -0.04 0.118
H -5.74009 4.08937 6.37741 0.00 -0.01 0.01 0.118
H -5.76026 3.93664 3.33110 0.00 0.05 -0.04 0.135
H -5.97525 5.36900 4.36211 0.01 0.03 -0.16 0.125
O -4.64758 -0.80422 4.72112 -0.05 0.07 0.00 0.109
C -4.76630 -1.98400 4.88681 0.04 0.04 0.16 -0.482
O -5.89320 -2.64926 4.55712 -0.03 -0.02 -0.03 0.032
C -5.79665 -4.02882 4.95500 0.03 -0.13 0.03 -0.150
C -4.30210 -4.30943 5.06049 0.06 0.07 0.02 -0.149
C -3.76044 -2.94692 5.49002 -0.09 -0.25 -0.25 -0.071
H -6.30972 -4.14524 5.91174 0.01 0.01 0.01 0.127
H -6.29978 -4.63851 4.20936 -0.04 0.08 -0.04 0.125
H -4.06815 -5.12167 5.74485 -0.04 0.02 0.04 0.116
H -3.90489 -4.56941 4.07882 -0.01 -0.02 -0.01 0.119
H -3.77272 -2.81815 6.57346 0.04 0.04 0.01 0.133
H -2.76262 -2.74022 5.11271 0.03 0.12 0.11 0.119
O -2.81761 -6.25251 -4.66707 0.11 -0.11 -0.14 0.109
C -2.22366 -5.91836 -3.68403 -0.20 0.20 0.10 -0.499
O -1.21268 -6.65167 -3.16005 0.06 -0.03 -0.05 0.012
C -0.74768 -6.05366 -1.93372 0.01 0.13 0.12 -0.148
C -1.16297 -4.58932 -2.01716 -0.08 -0.06 -0.14 -0.154
C -2.45051 -4.67950 -2.83687 0.44 -0.03 0.11 -0.068
H -1.22278 -6.57462 -1.09974 -0.02 -0.01 0.00 0.124
H 0.32834 -6.19341 -1.86810 0.00 -0.07 -0.07 0.123
H -1.28164 -4.12190 -1.04291 0.03 0.00 -0.01 0.118
H -0.41272 -4.02143 -2.56823 -0.01 0.04 0.12 0.098
H -3.32908 -4.85038 -2.21277 -0.06 0.03 -0.04 0.130
H -2.61574 -3.81218 -3.46904 -0.18 -0.03 -0.03 0.125
O 5.42296 2.47536 3.63109 -0.04 -0.09 0.01 0.122
C 4.90759 3.31746 2.95784 0.15 0.13 0.05 -0.475
O 4.46749 3.06677 1.69946 0.00 0.11 0.01 -0.006
C 3.98596 4.27591 1.08380 -0.09 0.11 -0.08 -0.140
C 3.64311 5.19886 2.24520 -0.01 0.07 0.09 -0.145
C 4.66104 4.77605 3.30157 -0.31 -0.05 -0.18 -0.063
H 4.78015 4.68084 0.45229 0.03 -0.02 0.02 0.127
H 3.13018 4.03123 0.45736 0.02 -0.11 0.01 0.123
H 3.68655 6.25318 1.97615 0.07 -0.02 -0.04 0.118
H 2.63921 4.98026 2.60574 -0.03 -0.04 -0.01 0.091
H 5.60597 5.31411 3.20884 0.03 -0.02 0.05 0.130
H 4.28983 4.86455 4.31852 0.13 -0.02 0.06 0.127

=====

Record 4
38
Properties=species:S:1:pos:R:3:forces:R:3:lowdin_spin:R:1 method="wB97M-V/def2-TZVPD" total_energy_ha=-3301.637356 total_charge=-1 homo_lumo_gap_ev="6.67 / 5.45" lumo_ev="2.310 / 1.110" spin_multiplicity=2
Cu -27.06254 5.03623 -13.43958 -0.02 -1.17 0.69 0.909
N -26.55046 1.71249 -13.26642 0.18 -1.28 -0.04 0.000
O -27.31123 0.94153 -12.74345 -1.41 0.08 1.21 0.001
O -25.81497 1.25755 -14.14840 1.68 0.35 -1.73 0.000
O -26.39639 2.90429 -12.91123 0.14 1.15 0.52 0.001
N -29.87103 3.62001 -12.00207 -1.80 -2.34 3.21 0.001
O -31.06781 3.94216 -11.87022 -0.05 1.06 -1.13 0.004
O -29.07555 4.25375 -12.67084 1.40 2.01 -2.13 0.013
O -29.50819 2.63239 -11.33909 0.89 -0.11 -0.24 -0.001
B -27.93643 7.61509 -13.89343 -0.08 -0.47 0.25 0.000
F -26.63972 7.20130 -13.64403 2.04 0.04 0.29 0.002
F -27.97740 8.60903 -14.79037 -0.10 1.88 -0.79 0.000
F -28.50244 6.49565 -14.44952 -1.21 -2.02 -0.89 0.001
F -28.52517 7.83698 -12.67883 -0.76 1.04 1.18 0.000
C -23.85787 4.75091 -14.10787 -3.92 4.42 1.36 0.001
O -24.94144 5.27496 -13.86754 -1.09 1.24 0.25 0.010
N -23.73105 3.51213 -14.17670 1.81 -6.12 -0.76 0.000
N -22.77052 5.45125 -14.27719 3.60 1.39 -0.87 0.000
H -22.76667 3.21474 -14.21712 -0.57 -0.98 0.16 0.000
H -24.48393 2.92791 -13.84209 -0.46 -0.62 -0.06 0.000
H -22.63743 6.43378 -14.08478 -0.44 -0.43 -0.15 0.000
H -21.99809 4.85941 -14.54770 0.43 1.02 0.10 0.000
C -26.97340 3.72872 -16.59344 1.69 -0.86 0.77 0.002
O -27.16976 4.14803 -15.50049 -0.39 1.62 3.90 0.018
N -25.93363 2.96307 -16.95136 2.16 -0.98 -0.08 0.000
N -27.76601 3.90897 -17.58610 -2.84 0.59 -4.20 0.000
H -25.15836 2.86672 -16.31123 -0.29 -0.21 0.08 0.000
H -25.75946 2.80400 -17.93343 0.22 -0.02 0.47 0.000
H -28.53657 4.56169 -17.60363 0.25 -0.27 0.25 0.000
H -27.43242 3.45985 -18.42699 -0.96 0.54 -0.19 0.000
C -27.14548 5.85798 -10.25889 0.26 1.79 -2.69 0.005
O -26.74850 5.60294 -11.39571 0.04 -0.89 -1.53 0.029
N -27.70396 6.99976 -9.93671 -1.14 2.40 0.87 0.001
N -26.92724 5.09007 -9.25476 1.64 -4.55 3.45 0.002
H -27.92913 7.71146 -10.61707 0.03 -0.30 -0.17 0.000
H -27.83974 7.16483 -8.94959 -0.33 0.29 -0.48 0.000
H -26.52842 4.18274 -9.44914 -0.13 0.10 -0.34 0.000
H -26.94376 5.26590 -8.26032 -0.48 0.62 -0.52 0.000

=====

Record 5
12
Properties=species:S:1:pos:R:3:forces:R:3:lowdin_charge:R:1 method="wB97M-V/def2-TZVPD" total_energy_ha=-392.779249 homo_lumo_gap_ev=10.09 lumo_ev=0.097
C 0.82727 1.30512 1.03310 -1.56 1.77 -0.81 0.026
C -1.14384 -0.99942 -1.18190 0.27 -3.32 2.95 0.011
C 0.11336 0.13460 0.52911 0.45 -2.41 -1.25 -0.386
O -0.79348 0.18024 -0.36471 0.09 0.20 -0.72 0.006
F 1.83282 -0.51620 -0.70578 -1.90 0.53 1.25 -0.471
F 0.06881 -0.96250 1.31400 0.29 1.36 -0.91 0.136
H 1.24597 0.90644 1.92494 1.37 0.43 0.54 0.087
H 0.13359 2.18253 1.29815 0.52 -1.53 -0.25 0.133
H 1.42434 1.70904 0.17794 0.16 -0.76 1.14 0.123
H -2.05926 -1.59682 -0.64858 2.42 1.51 -1.14 0.144
H -0.17016 -1.65854 -1.24726 -1.97 1.40 0.10 0.131
H -1.47941 -0.68448 -2.12900 -0.14 0.81 -0.89 0.062